The following is a DFT calculation (wB97M-V/def2-TZVPD) of a 2-piece molecular cluster, C7H15N4O4 overall at a distorted geometry.

The LUMO energy comes out at 0.116 hartree. The value obtained for the frontier orbital gap is 0.307 Eh.

ORCA input file:
```
! RIJCOSX wB97M-V def2-TZVPD def2/J DEFGRID3
* xyz -1 1
O -2.52 1.82 1.83
O 1.98 1.16 -2.23
O -2.80 -0.66 -1.07
O 1.99 1.47 -0.04
C -1.30 1.84 1.88
C 1.51 0.98 -1.09
C -1.99 -0.54 -0.15
N 2.85 -1.63 -2.67
N 2.27 -2.34 -3.79
N -2.06 -1.40 0.87
N -0.50 1.21 1.02
C -0.60 2.62 2.97
C -1.16 -1.56 2.01
C 0.32 0.02 -0.97
C -0.92 0.58 -0.24
H 2.47 -0.67 -2.55
H 3.87 -1.60 -2.70
H 1.31 -2.63 -3.59
H 2.31 -1.79 -4.65
H -2.84 -2.04 0.80
H 0.50 1.36 1.10
H 0.00 1.93 3.56
H 0.05 3.36 2.51
H -1.34 3.11 3.59
H -1.26 -2.56 2.43
H -0.12 -1.42 1.69
H -1.40 -0.83 2.78
H 0.66 -0.87 -0.45
H 0.02 -0.29 -1.97
H -1.34 1.36 -0.87
*
```

The following is a DFT calculation (wB97M-V/def2-TZVPD) of C35H35BrCrIN3O3Si as an isolated structure at a distorted geometry.

The energy above the lowest of the compared OMol25 structures with the same formula, charge and spin comes out at 138.1 kJ/mol. The LUMO energy (alpha / beta) comes out at -0.157 / -0.141 hartree. The expectation value of S² is 0.79. The value obtained for the frontier orbital gap (alpha / beta) is 0.248 / 0.264 Eh.

ORCA input file:
```
! RIJCOSX wB97M-V def2-TZVPD def2/J DEFGRID3
* xyz 1 2
Cr 0.12 -0.16 -0.26
C 4.62 -0.61 -0.72
C 4.12 -0.15 0.62
N 4.98 0.10 1.57
C 4.54 0.56 2.76
C 3.22 0.78 3.06
C 2.85 1.28 4.43
O 2.01 2.43 4.41
C 2.25 0.48 2.06
C 0.86 0.66 2.36
N -0.17 0.26 1.68
C -1.46 0.53 2.21
C -1.66 0.81 3.57
C -2.90 1.15 4.07
C -4.01 1.19 3.24
C -3.86 0.85 1.91
C -2.61 0.51 1.42
I -2.58 -0.03 -0.63
C 2.72 0.03 0.81
O 1.90 -0.25 -0.17
H 5.67 -0.88 -0.63
H 4.51 0.18 -1.46
H 4.05 -1.47 -1.08
H 5.32 0.74 3.50
H 3.76 1.48 4.99
H 2.29 0.51 4.97
H 2.53 3.21 4.20
H 0.69 1.22 3.27
H -0.83 0.75 4.25
H -3.00 1.38 5.12
H -4.98 1.47 3.63
H -4.72 0.83 1.25
C -0.21 4.18 1.34
C 0.57 4.39 0.03
C 0.35 5.83 -0.45
C 2.06 4.14 0.28
Si -0.04 3.14 -1.30
O 0.05 1.66 -0.66
C -1.81 3.52 -1.84
C -2.13 3.69 -3.19
C -3.44 3.94 -3.59
C -4.45 4.02 -2.64
C -4.15 3.86 -1.30
C -2.85 3.61 -0.90
C 1.12 3.18 -2.80
C 1.78 2.01 -3.19
C 2.64 2.01 -4.28
C 2.85 3.18 -5.00
C 2.19 4.34 -4.63
C 1.33 4.34 -3.54
H 0.25 4.77 2.14
H -0.19 3.13 1.65
H -1.24 4.50 1.24
H 0.57 6.53 0.36
H -0.69 6.00 -0.76
H 1.01 6.08 -1.28
H 2.44 4.87 1.00
H 2.64 4.25 -0.64
H 2.23 3.14 0.68
H -1.35 3.62 -3.93
H -3.66 4.08 -4.64
H -5.47 4.22 -2.95
H -4.94 3.93 -0.55
H -2.63 3.49 0.15
H 1.62 1.10 -2.64
H 3.15 1.10 -4.58
H 3.53 3.18 -5.85
H 2.35 5.26 -5.19
H 0.81 5.25 -3.28
Br 3.08 -5.09 0.60
C 1.39 -4.35 0.23
C 0.28 -5.15 0.06
C -0.92 -4.51 -0.22
C -0.96 -3.13 -0.30
N 0.12 -2.35 -0.13
C 1.28 -2.98 0.13
H 0.34 -6.23 0.14
H -1.83 -5.08 -0.36
H -1.89 -2.65 -0.52
H 2.16 -2.37 0.27
*
```

The following is a DFT calculation (wB97M-V/def2-TZVPD) of one molecule with the formula C3H6N4S at a distorted geometry.

The energy above the lowest of the compared OMol25 structures with the same formula, charge and spin comes out at 496.9 kJ/mol. The LUMO energy comes out at -0.012 hartree. The structure (SMILES) is C=N/N=C\NNC=S. The value obtained for the frontier orbital gap is 0.309 Eh.

ORCA input file:
```
! RIJCOSX wB97M-V def2-TZVPD def2/J DEFGRID3
* xyz 0 1
C -1.65 -3.95 -1.07
N -1.17 -2.80 -0.47
N 0.15 -2.50 -0.71
C 0.55 -1.27 -0.34
N -0.11 -0.25 0.51
N 0.65 0.92 0.81
C 0.09 2.16 0.20
S 0.75 3.63 0.51
H -2.51 -4.27 -0.64
H -1.17 -4.58 -1.79
H 1.57 -1.04 -0.79
H -1.21 -0.19 0.60
H 1.34 0.92 1.57
H -0.56 1.93 -0.71
*
```

The following is a DFT calculation (wB97M-V/def2-TZVPD) of C9H25ClI2LaNOP2 as an isolated structure at a distorted geometry.

The LUMO energy comes out at -0.253 hartree. The value obtained for the frontier orbital gap is 0.235 Eh.

ORCA input file:
```
! RIJCOSX wB97M-V def2-TZVPD def2/J DEFGRID3
* xyz 2 1
I 0.03 -1.58 -7.43
I 0.03 1.11 -7.73
La 0.02 -0.28 -0.79
P -2.59 0.26 -1.26
C -3.52 0.04 -2.84
C -3.20 -1.11 -0.16
H -4.29 -1.07 0.04
H -4.35 1.83 -0.30
H -2.70 -1.03 0.83
H -2.75 1.94 0.47
H -3.20 -0.93 -3.30
H -2.98 -2.08 -0.63
C -3.27 1.79 -0.49
H -4.63 0.05 -2.74
H -2.99 2.65 -1.14
H -3.20 0.88 -3.52
P 2.63 0.25 -1.23
C 3.56 0.02 -2.81
C 3.32 1.78 -0.47
H 2.66 -1.05 0.85
H 4.28 -1.10 0.09
H 2.96 -2.10 -0.58
C 3.20 -1.12 -0.12
H 2.80 1.93 0.49
H 4.41 1.80 -0.29
H 4.67 0.03 -2.69
H 3.25 0.86 -3.49
H 3.06 2.62 -1.13
H 3.24 -0.95 -3.27
Cl -0.05 2.23 0.01
C 0.70 0.52 3.52
N -0.05 -0.71 3.72
C -0.61 -1.15 5.00
C -0.23 -1.49 2.67
O 0.10 -1.13 1.48
H 0.97 0.73 4.55
H 0.06 1.35 3.13
H 1.64 0.33 2.94
H -1.71 -1.14 4.92
H -0.18 -2.15 5.20
H -0.29 -0.38 5.71
H -0.78 -2.47 2.81
*
```

The following is a DFT calculation (wB97M-V/def2-TZVPD) of a 5-piece molecular cluster, C45H88BrN4O10PS overall at a distorted geometry.

The energy above the lowest of the compared OMol25 structures with the same formula, charge and spin comes out at 0.0 kJ/mol. The LUMO energy (alpha / beta) comes out at 0.005 / 0.005 hartree. The expectation value of S² is 6.02. The value obtained for the frontier orbital gap (alpha / beta) is 0.303 / 0.339 Eh.

ORCA input file:
```
! RIJCOSX wB97M-V def2-TZVPD def2/J DEFGRID3
* xyz 0 5
C -2.03 2.22 2.91
C -0.70 1.50 2.60
C 0.49 2.43 2.83
Br 0.34 3.87 1.51
C 1.89 1.74 2.78
C 2.83 2.30 1.72
O 1.65 0.38 2.23
S 1.93 -0.82 3.17
O 2.92 -1.68 2.65
O 0.72 -1.41 3.65
O 2.52 0.04 4.38
C 2.57 1.46 4.17
C 1.88 2.02 5.43
C 2.60 3.26 5.95
C 1.78 4.62 6.07
O 2.83 4.17 4.98
P 4.44 1.72 4.16
O 5.12 0.63 3.43
H -2.69 2.16 2.04
H -1.90 3.27 3.14
H -2.57 1.71 3.70
H -0.63 0.65 3.28
H -0.72 1.17 1.57
H 0.31 2.93 3.76
H 3.05 3.34 1.90
H 3.76 1.73 1.73
H 2.39 2.15 0.74
H 0.83 2.25 5.33
H 1.98 1.27 6.21
H 3.32 3.10 6.75
H 0.82 4.07 5.92
H 1.44 5.50 5.54
H 4.81 1.77 5.52
H 4.68 2.95 3.56
C -1.43 -5.29 5.78
C -2.69 -5.42 4.90
C -2.81 -6.85 4.36
C -1.80 -7.17 3.26
C -1.90 -6.14 2.13
C -1.76 -4.70 2.62
N -2.67 -4.43 3.78
O -3.87 -4.20 3.37
C -0.30 -4.40 2.99
C -2.10 -3.74 1.48
C -3.86 -5.13 5.83
H -1.34 -4.27 6.15
H -1.52 -5.96 6.63
H -0.51 -5.55 5.27
H -3.82 -7.00 3.97
H -2.69 -7.55 5.20
H -0.78 -7.19 3.67
H -1.99 -8.17 2.86
H -1.14 -6.33 1.38
H -2.87 -6.26 1.64
H -0.23 -3.48 3.56
H 0.29 -4.26 2.08
H 0.19 -5.20 3.54
H -3.09 -3.92 1.07
H -1.37 -3.88 0.68
H -2.04 -2.70 1.82
H -3.83 -4.10 6.18
H -3.80 -5.79 6.69
H -4.82 -5.30 5.34
C 4.47 2.47 -5.70
C 4.53 2.65 -4.18
C 5.63 1.76 -3.59
C 5.25 0.28 -3.57
C 3.92 0.08 -2.85
C 2.79 0.93 -3.43
N 3.20 2.36 -3.55
O 3.11 2.95 -2.41
C 2.35 0.35 -4.79
C 1.56 0.83 -2.53
C 4.90 4.11 -3.96
H 3.68 3.09 -6.14
H 5.42 2.77 -6.15
H 4.30 1.45 -6.02
H 5.83 2.09 -2.56
H 6.55 1.91 -4.15
H 5.21 -0.11 -4.59
H 6.03 -0.29 -3.06
H 3.62 -0.97 -2.90
H 4.05 0.32 -1.79
H 1.74 1.07 -5.34
H 1.75 -0.54 -4.63
H 3.17 0.05 -5.43
H 1.78 1.13 -1.51
H 1.21 -0.20 -2.52
H 0.75 1.47 -2.90
H 4.11 4.77 -4.32
H 5.81 4.34 -4.51
H 5.07 4.34 -2.91
C 0.56 0.27 -10.79
C 1.25 1.16 -9.74
C 1.22 2.63 -10.19
C 2.18 2.93 -11.33
C 3.60 2.50 -10.96
C 3.69 1.03 -10.53
N 2.66 0.71 -9.50
O 3.05 1.11 -8.34
C 3.54 0.12 -11.77
C 5.07 0.74 -9.97
C 0.43 1.00 -8.47
H 0.59 -0.77 -10.48
H -0.49 0.57 -10.88
H 0.98 0.34 -11.79
H 1.47 3.27 -9.34
H 0.20 2.88 -10.48
H 1.86 2.44 -12.25
H 2.17 4.00 -11.54
H 4.28 2.66 -11.80
H 3.96 3.13 -10.14
H 3.34 -0.91 -11.47
H 4.47 0.13 -12.34
H 2.77 0.44 -12.46
H 5.32 1.40 -9.14
H 5.82 0.90 -10.75
H 5.15 -0.29 -9.62
H 0.48 -0.02 -8.09
H -0.61 1.24 -8.69
H 0.76 1.67 -7.68
C -6.23 1.19 8.01
C -6.57 1.24 6.52
C -7.77 0.33 6.22
C -7.43 -1.15 6.27
C -6.27 -1.46 5.33
C -5.03 -0.60 5.60
N -5.40 0.85 5.68
O -5.52 1.35 4.49
C -4.35 -1.07 6.90
C -4.01 -0.81 4.50
C -6.95 2.69 6.24
H -5.37 1.82 8.23
H -7.07 1.56 8.59
H -6.02 0.19 8.39
H -8.17 0.58 5.23
H -8.57 0.56 6.94
H -7.20 -1.46 7.29
H -8.30 -1.74 5.97
H -5.98 -2.51 5.41
H -6.59 -1.30 4.30
H -3.63 -0.33 7.25
H -3.80 -1.99 6.70
H -5.04 -1.30 7.71
H -4.42 -0.61 3.51
H -3.69 -1.85 4.50
H -3.14 -0.18 4.65
H -6.09 3.35 6.39
H -7.74 2.99 6.93
H -7.32 2.83 5.22
*
```

The following is a DFT calculation (wB97M-V/def2-TZVPD) of a 2-piece molecular cluster, C12H17N overall at a distorted geometry.

The energy above the lowest of the compared OMol25 structures with the same formula, charge and spin comes out at 244.6 kJ/mol. The LUMO energy comes out at 0.032 hartree. The structure (SMILES) is Cc1c[nH]c2ccccc12.CCC. The value obtained for the frontier orbital gap is 0.319 Eh.

ORCA input file:
```
! RIJCOSX wB97M-V def2-TZVPD def2/J DEFGRID3
* xyz 0 1
C -2.34 -1.24 2.66
C -2.42 -0.63 1.29
C -3.21 0.50 1.03
N -3.25 0.86 -0.34
C -2.29 0.04 -0.93
C -2.01 -0.18 -2.33
C -0.99 -1.16 -2.56
C -0.16 -1.77 -1.55
C -0.56 -1.60 -0.28
C -1.76 -0.90 -0.02
H -1.36 -1.00 3.22
H -2.55 -2.26 2.56
H -3.27 -0.92 3.16
H -3.89 0.89 1.74
H -3.54 1.79 -0.52
H -2.55 0.54 -2.97
H -0.76 -1.40 -3.66
H 0.78 -2.20 -1.88
H 0.11 -2.03 0.39
C 4.09 2.12 -0.27
C 2.73 1.43 -0.01
C 2.91 0.02 0.56
H 4.40 1.86 -1.22
H 4.85 1.63 0.38
H 3.83 3.19 -0.23
H 2.20 2.03 0.79
H 2.22 1.56 -1.00
H 1.90 -0.35 0.79
H 3.39 -0.68 -0.25
H 3.48 -0.16 1.48
*
```

The following is a DFT calculation (wB97M-V/def2-TZVPD) of one molecule with the formula C4H9NO2.

The energy above the lowest of the compared OMol25 structures with the same formula, charge and spin comes out at 256.1 kJ/mol. The LUMO energy comes out at 0.031 hartree. The structure (SMILES) is C/N=C\OCCO. The value obtained for the frontier orbital gap is 0.379 Eh.

ORCA input file:
```
! RIJCOSX wB97M-V def2-TZVPD def2/J DEFGRID3
* xyz 0 1
C 1.75 -0.21 -1.27
N 1.97 0.38 0.03
C 1.26 0.83 0.96
O -0.07 0.95 1.25
C -1.19 0.78 0.38
C -1.79 -0.61 0.51
O -1.30 -1.52 -0.45
H 2.06 -1.26 -1.24
H 0.76 -0.17 -1.73
H 2.49 0.25 -1.93
H 1.79 1.24 1.82
H -1.92 1.53 0.73
H -0.97 1.01 -0.67
H -1.60 -0.95 1.53
H -2.87 -0.58 0.36
H -0.37 -1.66 -0.28
*
```

Computed values of molecular weight (unit: g mol⁻¹) for the preceding records, in sequence: 219.22; 832.57; 130.18; 653.42; 988.16; 175.28; 103.12.